#i
C6H23B2CsN | ωB97M-V with the def2-TZVPD basis set

The calculation puts the gap between HOMO and LUMO at 5.60 eV. As for the net charge: -1.

Last column: Löwdin charge in e.
Positions of all 33 atoms, in Å:
Cs  0.26  25.45  -6.35  0.867
B  4.84  25.89  -9.94  -0.464
H  4.74  26.62  -9.15  -0.131
H  5.78  25.37  -9.85  -0.120
H  4.06  25.17  -9.76  -0.133
H  4.69  26.33  -10.92  -0.117
B  -4.04  23.80  -8.92  -0.459
H  -3.28  24.37  -9.44  -0.125
H  -3.54  23.08  -8.29  -0.130
H  -4.63  24.49  -8.34  -0.123
H  -4.67  23.24  -9.59  -0.115
C  0.83  28.29  -1.47  -0.073
C  -0.16  29.45  -1.81  -0.243
N  -0.07  29.89  -3.23  -0.186
C  -1.34  30.56  -3.55  -0.261
C  -2.52  29.59  -3.67  -0.078
C  1.08  30.76  -3.41  -0.283
C  1.37  31.06  -4.85  -0.079
H  1.86  28.52  -1.73  0.057
H  0.69  27.38  -2.05  0.060
H  0.66  28.08  -0.41  0.070
H  -1.17  29.12  -1.56  0.093
H  0.00  30.30  -1.15  0.110
H  -1.32  31.14  -4.48  0.101
H  -1.52  31.37  -2.84  0.113
H  -2.73  29.01  -2.77  0.058
H  -2.38  28.82  -4.43  0.071
H  -3.38  30.17  -3.99  0.075
H  0.81  31.67  -2.87  0.110
H  1.99  30.39  -2.93  0.113
H  1.86  30.22  -5.32  0.078
H  0.49  31.40  -5.40  0.066
H  2.11  31.86  -4.83  0.078


#ii
C6H23B2CsN | ωB97M-V with the def2-TZVPD basis set

The calculation puts the gap between HOMO and LUMO at 6.08 eV. As for the net charge: -1.

Last column: Löwdin charge in e.
Positions of all 33 atoms, in Å:
Cs  -23.05  17.15  4.53  0.931
B  -24.41  17.63  7.48  -0.570
H  -25.10  17.36  8.44  -0.060
H  -23.30  17.25  7.69  -0.080
H  -24.86  17.08  6.51  -0.150
H  -24.48  18.84  7.34  -0.069
B  -22.97  14.28  6.75  -0.519
H  -22.58  14.56  5.64  -0.153
H  -24.18  14.31  6.80  -0.060
H  -22.56  13.17  7.04  -0.084
H  -22.45  15.09  7.47  -0.072
C  -26.18  19.47  4.30  -0.085
C  -26.71  18.07  4.08  -0.263
N  -25.96  17.22  3.16  -0.245
C  -26.10  17.72  1.79  -0.289
C  -25.03  17.22  0.83  -0.087
C  -26.47  15.84  3.18  -0.255
C  -26.28  15.13  4.51  -0.081
H  -26.05  20.07  3.40  0.057
H  -25.19  19.47  4.77  0.042
H  -26.82  20.00  5.00  0.082
H  -26.76  17.58  5.06  0.102
H  -27.75  18.10  3.70  0.121
H  -26.04  18.81  1.79  0.099
H  -27.11  17.53  1.38  0.120
H  -25.02  16.13  0.73  0.063
H  -24.03  17.52  1.15  0.060
H  -25.19  17.65  -0.16  0.071
H  -27.56  15.89  2.99  0.114
H  -26.05  15.28  2.34  0.100
H  -26.99  15.42  5.28  0.080
H  -26.35  14.05  4.39  0.081
H  -25.32  15.42  4.94  -0.001


Energy comparison, zero being the most stable, in kcal/mol: #i 97.5; #ii 0.0.


#i
C2H2Br2O | ωB97M-V with the def2-TZVPD basis set

The calculation puts the gap between HOMO and LUMO at 8.93 eV. Its SMILES is O=C=CBr.Br.

Last column: Löwdin charge in e.
Positions of all 7 atoms, in Å:
C  0.54  -1.28  0.24  -0.305
C  0.15  -0.38  1.10  -0.623
O  0.94  -2.21  -0.31  0.185
Br  -1.04  2.36  -1.95  0.330
Br  1.19  0.55  2.35  0.690
H  -0.95  1.00  -2.27  -0.318
H  -0.83  -0.03  0.86  0.040


#ii
C2H2Br2O | ωB97M-V with the def2-TZVPD basis set

The calculation puts the gap between HOMO and LUMO (spin up / spin down) at 4.96 / 4.98 eV.

Last column: Löwdin charge in e.
Positions of all 7 atoms, in Å:
C  -0.17  0.63  0.40  -0.552
C  -0.67  -0.40  -0.42  -0.509
O  -0.38  1.80  0.15  0.062
Br  2.76  -0.12  0.00  -0.117
Br  -0.82  -2.12  0.07  0.915
H  0.49  0.33  1.25  0.053
H  -1.22  -0.13  -1.46  0.149


Energy comparison, zero being the most stable, in kcal/mol: #i 0.0; #ii 58.8.


#i
C8H12NO | ωB97M-V with the def2-TZVPD basis set

The calculation puts the gap between HOMO and LUMO (spin up / spin down) at 9.24 / 6.34 eV. As for the net charge: +1.

Last column: Löwdin charge in e.
Positions of all 22 atoms, in Å:
C  0.00  -0.15  1.17  -0.315
C  -0.29  -1.53  1.59  -0.013
C  0.95  1.78  0.33  -0.111
C  0.51  -2.30  -0.70  0.023
C  1.17  0.63  1.27  0.096
C  -0.51  1.62  -0.04  -0.449
C  -0.94  -1.88  -0.87  0.200
C  -0.74  1.86  -1.53  -0.012
N  -1.00  0.46  0.51  0.172
O  -0.41  -2.44  0.42  -0.072
H  -1.29  -1.55  2.16  0.186
H  0.54  -1.87  2.19  0.141
H  1.23  2.80  0.62  0.142
H  1.57  1.46  -0.50  0.129
H  0.70  -3.19  -1.25  0.132
H  1.16  -1.48  -0.67  0.111
H  2.08  0.25  1.74  0.130
H  -1.06  2.40  0.54  0.183
H  -1.51  -2.54  -1.35  0.072
H  -1.80  1.78  -1.95  0.125
H  -0.07  1.12  -1.97  0.071
H  -0.28  2.77  -1.72  0.058


#ii
C8H12NO | ωB97M-V with the def2-TZVPD basis set

The calculation puts the gap between HOMO and LUMO at 7.18 eV. As for the net charge: +1.

Last column: Löwdin charge in e.
Positions of all 22 atoms, in Å:
C  -0.05  0.54  0.02  -0.234
C  -1.34  0.96  0.04  -0.218
C  2.02  -0.06  -0.49  0.037
C  -1.33  -1.22  0.04  -0.366
C  1.24  1.18  -0.16  -0.092
C  -1.94  2.34  0.10  0.024
C  2.92  -0.69  0.38  -0.024
C  -1.90  -2.57  -0.04  0.044
N  -0.04  -0.88  -0.09  0.193
O  -2.07  -0.18  0.17  0.164
H  1.62  1.89  0.70  0.184
H  1.09  1.95  -0.90  0.128
H  1.99  -0.36  -1.56  0.167
H  -1.80  2.72  1.14  0.103
H  -2.93  2.29  -0.29  0.079
H  -1.18  3.11  -0.40  0.134
H  2.83  -0.42  1.40  0.101
H  3.98  -0.23  0.16  0.194
H  2.97  -1.71  0.18  0.092
H  -2.87  -2.64  0.44  0.104
H  -1.16  -3.17  0.31  0.049
H  -2.06  -2.87  -1.14  0.139


Energy comparison, zero being the most stable, in kcal/mol: #i 104.9; #ii 0.0.


#i
C16H20N2O3 | ωB97M-V with the def2-TZVPD basis set

The calculation puts the gap between HOMO and LUMO at 9.08 eV. Its SMILES is CCCCN(CC)C(=O)CN1C(=O)c2ccccc2C1=O.

Last column: Löwdin charge in e.
Positions of all 41 atoms, in Å:
C  -3.32  2.39  -0.89  -0.094
C  -4.33  1.92  0.15  -0.251
C  -3.68  1.13  1.29  -0.181
H  -2.74  1.62  1.55  0.097
H  -4.33  1.18  2.17  0.112
C  -3.46  -0.36  1.02  -0.158
N  -2.65  -0.66  -0.15  -0.071
C  -1.30  -0.63  -0.18  -0.421
O  -0.65  -0.85  -1.18  0.085
C  -0.59  -0.30  1.14  -0.017
N  0.81  -0.10  0.86  0.031
C  1.73  -1.13  0.82  -0.352
O  1.53  -2.25  1.22  0.135
C  2.96  -0.53  0.24  -0.068
C  4.20  -1.08  -0.01  0.009
C  5.17  -0.26  -0.58  -0.063
C  4.90  1.06  -0.88  -0.063
C  3.65  1.62  -0.63  0.009
C  2.69  0.80  -0.07  -0.068
C  1.28  1.08  0.31  -0.352
O  0.64  2.10  0.22  0.133
H  3.43  2.65  -0.86  0.122
H  5.67  1.68  -1.32  0.106
H  6.15  -0.67  -0.79  0.106
H  4.40  -2.12  0.22  0.122
H  -0.68  -1.15  1.83  0.142
H  -0.98  0.61  1.60  0.119
C  -3.34  -1.13  -1.34  -0.210
C  -3.62  -2.63  -1.27  -0.063
H  -4.13  -2.95  -2.18  0.074
H  -4.26  -2.87  -0.42  0.068
H  -2.69  -3.18  -1.17  0.080
H  -4.26  -0.57  -1.47  0.113
H  -2.68  -0.93  -2.19  0.118
H  -4.43  -0.83  0.86  0.124
H  -3.02  -0.83  1.90  0.120
H  -5.10  1.31  -0.33  0.098
H  -4.82  2.79  0.57  0.104
H  -3.82  2.97  -1.67  0.071
H  -2.81  1.56  -1.37  0.058
H  -2.56  3.02  -0.43  0.077


#ii
C16H20N2O3 | ωB97M-V with the def2-TZVPD basis set

The calculation puts the gap between HOMO and LUMO at 9.63 eV. Its SMILES is Cc1ccc(N2C(=O)C[C@@H](NC[C@H]3CCCO3)C2=O)cc1.

Last column: Löwdin charge in e.
Positions of all 41 atoms, in Å:
C  6.99  1.38  0.10  -0.052
C  5.59  0.85  0.03  -0.280
C  5.22  -0.27  0.76  -0.034
C  3.93  -0.76  0.72  0.002
C  2.98  -0.12  -0.07  -0.179
C  3.33  1.00  -0.81  0.001
C  4.62  1.48  -0.75  -0.034
H  4.89  2.36  -1.32  0.112
H  2.59  1.50  -1.41  0.117
N  1.65  -0.62  -0.12  0.105
C  0.54  0.20  -0.03  -0.358
O  0.55  1.38  0.16  0.132
C  -0.70  -0.68  -0.21  -0.250
N  -1.65  -0.41  0.85  -0.009
H  -1.69  0.59  1.02  0.116
C  -3.00  -0.89  0.61  -0.162
C  -3.81  -0.05  -0.39  -0.321
C  -5.27  -0.54  -0.52  -0.128
H  -5.45  -1.01  -1.48  0.112
C  -6.09  0.73  -0.31  -0.151
H  -7.05  0.54  0.17  0.110
C  -5.15  1.57  0.55  -0.202
H  -5.32  2.64  0.47  0.123
O  -3.86  1.30  0.04  -0.104
H  -5.22  1.27  1.60  0.123
H  -6.27  1.23  -1.27  0.113
H  -5.48  -1.27  0.27  0.112
H  -3.30  -0.05  -1.36  0.141
H  -3.51  -0.87  1.58  0.127
H  -2.95  -1.93  0.27  0.127
C  -0.16  -2.11  -0.17  -0.019
C  1.34  -1.96  -0.25  -0.401
O  2.15  -2.84  -0.40  0.118
H  -0.52  -2.75  -0.97  0.129
H  -0.41  -2.57  0.79  0.138
H  -1.10  -0.45  -1.22  0.157
H  3.65  -1.63  1.29  0.117
H  5.96  -0.78  1.37  0.114
H  7.71  0.56  0.14  0.078
H  7.21  2.01  -0.75  0.075
H  7.11  1.98  1.01  0.085


#iii
C16H20N2O3 | ωB97M-V with the def2-TZVPD basis set

The calculation puts the gap between HOMO and LUMO at 9.27 eV. Its SMILES is CCC(CC)C(=O)c1c[nH]c(C(=O)NCc2ccco2)c1.

Last column: Löwdin charge in e.
Positions of all 41 atoms, in Å:
C  4.81  2.64  -0.33  -0.094
C  4.39  1.28  -0.89  -0.208
H  3.44  1.39  -1.42  0.109
H  5.13  0.93  -1.61  0.122
C  4.23  0.21  0.21  -0.284
C  3.40  -0.92  -0.38  -0.349
O  3.89  -1.91  -0.86  0.097
C  1.95  -0.71  -0.38  -0.139
C  1.04  -1.64  -0.86  -0.020
N  -0.21  -1.14  -0.73  0.089
C  -0.14  0.10  -0.15  -0.168
C  1.18  0.39  0.08  0.049
H  1.54  1.30  0.51  0.122
C  -1.30  0.95  0.16  -0.441
O  -1.25  1.86  0.97  0.077
N  -2.44  0.65  -0.52  0.074
H  -2.43  -0.01  -1.28  0.135
C  -3.68  1.36  -0.29  -0.092
C  -4.81  0.40  -0.07  -0.275
C  -5.86  0.04  -0.87  -0.030
C  -6.58  -0.94  -0.14  -0.065
C  -5.92  -1.10  1.03  -0.120
O  -4.85  -0.30  1.09  0.057
H  -6.10  -1.73  1.88  0.120
H  -7.47  -1.44  -0.46  0.099
H  -6.09  0.42  -1.84  0.107
H  -3.92  2.00  -1.14  0.135
H  -3.51  1.97  0.60  0.132
H  -1.05  -1.65  -0.93  0.157
H  1.23  -2.61  -1.27  0.132
H  3.68  0.65  1.05  0.138
C  5.58  -0.32  0.70  -0.219
C  5.43  -1.15  1.96  -0.093
H  6.39  -1.52  2.30  0.070
H  4.78  -2.01  1.78  0.073
H  4.99  -0.56  2.77  0.074
H  6.02  -0.93  -0.09  0.114
H  6.25  0.52  0.90  0.104
H  4.90  3.36  -1.14  0.072
H  4.06  3.01  0.37  0.074
H  5.76  2.57  0.18  0.065


Energy comparison, zero being the most stable, in kcal/mol: #i 0.0; #ii 18.3; #iii 36.1.


#i
C4H5ClS | ωB97M-V with the def2-TZVPD basis set

The calculation puts the gap between HOMO and LUMO at 10.00 eV. Its SMILES is SCC#CCCl.

Last column: Löwdin charge in e.
Positions of all 11 atoms, in Å:
C  1.95  0.99  -0.01  -0.553
C  0.53  0.51  0.11  -0.133
C  -0.54  0.12  0.44  -0.150
C  -1.83  -0.39  0.76  -0.593
H  2.53  -0.85  -1.41  -0.077
H  1.99  1.83  -0.79  0.099
H  2.18  1.40  1.05  0.088
H  -1.63  -1.47  0.99  0.114
H  -2.11  0.17  1.58  0.036
S  3.08  -0.50  -0.12  0.620
Cl  -3.11  -0.02  -0.44  0.548


#ii
C4H5ClS | ωB97M-V with the def2-TZVPD basis set

The calculation puts the gap between HOMO and LUMO at 8.01 eV. Its SMILES is C=C(C=S)CCl.

Last column: Löwdin charge in e.
Positions of all 11 atoms, in Å:
C  0.37  -1.19  0.44  -0.633
C  -0.08  0.13  -0.15  -0.494
C  -1.33  0.20  -0.56  0.041
C  0.80  1.27  0.05  -0.650
H  0.27  -0.96  1.49  0.090
H  -0.47  -1.90  0.13  0.093
H  -1.85  -0.76  -0.92  0.104
H  -1.88  1.17  -0.63  0.077
H  1.91  1.10  -0.03  0.064
S  0.35  2.81  0.22  0.707
Cl  1.90  -1.86  -0.04  0.601


#iii
C4H5ClS | ωB97M-V with the def2-TZVPD basis set

The calculation puts the gap between HOMO and LUMO at 10.07 eV. Its SMILES is C#C[C@@H](S)CCl.

Last column: Löwdin charge in e.
Positions of all 11 atoms, in Å:
C  0.14  -0.29  0.28  -0.712
C  0.98  0.72  -0.50  -0.591
C  -1.15  0.13  0.66  -0.223
C  -2.28  0.52  0.86  0.145
H  1.40  -2.13  -0.46  -0.149
H  0.69  -0.50  1.18  0.090
H  0.86  1.72  -0.08  0.083
H  2.01  0.39  -0.43  0.066
H  -3.27  0.75  1.19  0.037
S  0.07  -2.04  -0.48  0.709
Cl  0.55  0.73  -2.23  0.544


Energy comparison, zero being the most stable, in kcal/mol: #i 19.9; #ii 0.0; #iii 9.6.